Model one:
DFT (wB97M-V/def2-TZVPD) results for a 2-piece molecular cluster, C3H9N2O2S overall.

```
17
Properties=species:S:1:pos:R:3:lowdin_charge:R:1
C 1.299 -0.565 1.837 -0.422
C 2.088 -0.448 0.519 -0.722
S 1.295 0.698 -0.640 0.366
N -0.098 -0.968 1.630 -0.055
H 1.343 0.453 2.299 0.088
H 1.771 -1.243 2.588 0.094
H 2.183 -1.472 0.066 0.049
H 3.136 -0.206 0.791 0.041
H -0.120 -2.000 1.450 0.068
H -0.410 -0.510 0.776 -0.006
N -1.851 1.651 -1.138 0.126
C -2.200 0.581 -2.009 -0.627
O -1.150 -0.187 -2.444 0.000
O -3.356 0.368 -2.382 -0.002
H -0.908 1.702 -0.804 -0.036
H -2.666 2.024 -0.658 0.094
H -0.355 0.123 -1.882 -0.053
```

Net charge: -1
E_HOMO in eV: -3.75

Model two:
DFT (wB97M-V/def2-TZVPD) results for a 2-piece molecular cluster, C3H9N2O2S overall.

```
17
Properties=species:S:1:pos:R:3:lowdin_charge:R:1
C 0.215 -1.767 0.528 -0.113
C -0.750 1.818 -0.333 -0.153
C 0.363 -0.183 0.315 -0.291
N -2.992 -1.644 -0.239 -0.359
N -0.406 0.478 -0.775 -0.161
O -4.017 0.518 -1.187 -0.463
O -4.056 0.051 1.321 -0.462
S -3.622 -0.337 -0.035 0.420
H -0.736 -1.814 0.980 0.001
H 0.268 -2.253 -0.428 0.039
H 1.114 -2.257 1.207 0.108
H -1.420 2.099 -1.166 0.084
H -1.393 1.749 0.465 0.038
H 0.207 2.319 -0.390 0.079
H 0.083 0.289 1.239 0.081
H 1.445 -0.130 0.043 0.089
H -1.167 -0.112 -1.137 0.063
```

Net charge: -1
E_HOMO in eV: -4.21

Model three:
DFT (wB97M-V/def2-TZVPD) results for a 2-piece molecular cluster, C3H9N2O2S overall.

```
17
Properties=species:S:1:pos:R:3:lowdin_charge:R:1
N 1.612 0.748 0.429 0.024
C 0.188 0.506 0.593 -0.456
C -0.660 0.664 -0.672 -0.719
S -1.046 2.452 -0.874 0.080
C 0.030 -0.913 1.161 -0.514
N 1.066 -1.433 1.895 0.135
O -0.977 -1.602 1.026 0.006
H 1.783 1.742 0.338 0.056
H 1.893 0.359 -0.455 0.062
H -0.188 1.060 1.458 0.129
H -0.151 0.279 -1.557 0.031
H -1.603 0.187 -0.432 0.031
H 1.896 -0.889 2.056 0.071
H 1.108 -2.413 2.100 0.090
H -0.356 -2.370 -2.336 0.024
H 0.777 -1.635 -1.645 -0.001
O 0.568 -2.424 -2.146 -0.050
```

Net charge: -1
E_HOMO in eV: -2.65

The most stable arrangement is model one, and the next structure is 0.0341 hartree less stable.

Model one:
DFT (wB97M-V/def2-TZVPD) results for one molecule with the formula C3H2N2OS.

```
9
Properties=species:S:1:pos:R:3:lowdin_charge:R:1
S 2.833 -0.781 -0.071 0.696
C 1.259 -0.350 -0.026 -0.902
N 0.530 -0.179 -1.223 0.086
C -0.686 0.168 -1.124 -0.155
O -1.371 0.378 0.032 0.051
C -0.619 0.209 1.156 -0.153
N 0.595 -0.136 1.186 0.086
H -1.338 0.324 -1.993 0.147
H -1.202 0.366 2.064 0.145
```

E_HOMO in eV: -8.76
SMILES: S=c1ncocn1

Model two:
DFT (wB97M-V/def2-TZVPD) results for one molecule with the formula C3H2N2OS.

```
9
Properties=species:S:1:pos:R:3:lowdin_charge:R:1
H -1.166 -1.745 1.250 0.060
N -1.185 -1.545 0.271 0.209
C -0.376 -0.589 0.157 -0.450
N 0.465 -0.003 1.200 0.162
C 0.988 0.969 0.530 -0.163
O 0.670 1.122 -0.767 0.013
C -0.217 0.167 -1.056 -0.812
S -0.824 -0.113 -2.512 0.834
H 1.642 1.736 0.929 0.146
```

E_HOMO in eV: -9.48
SMILES: [H]/N=C1\N=COC1=S

The most stable arrangement is model one, and the next structure is 0.0052 hartree less stable.

Model one:
DFT (wB97M-V/def2-TZVPD) results for C14H11N3S2Tl as an isolated structure.

```
31
Properties=species:S:1:pos:R:3:lowdin_charge:R:1
Tl 0.343 1.541 0.716 1.000
S -0.435 0.963 11.047 1.221
C -0.241 1.082 9.269 -0.328
N 0.843 0.619 8.801 0.085
C 1.640 0.115 9.836 -0.288
C 2.873 -0.451 9.698 0.072
C 3.545 -0.906 10.866 0.055
C 2.987 -0.793 12.145 -0.018
C 1.749 -0.226 12.304 0.008
C 1.066 0.235 11.136 -0.448
H -1.033 1.532 8.687 0.098
H 3.330 -0.550 8.723 0.139
H 4.524 -1.355 10.757 0.136
H 3.536 -1.154 13.003 0.134
H 1.293 -0.125 13.280 0.136
N -1.706 3.369 -8.733 0.198
C -1.730 2.109 -9.105 -0.610
N -1.364 1.133 -8.253 0.152
C -1.459 -0.044 -8.861 -0.269
C -1.139 -1.295 -8.256 0.030
C -1.276 -2.429 -8.994 -0.025
C -1.730 -2.372 -10.337 0.021
C -2.053 -1.167 -10.963 -0.039
C -1.917 -0.018 -10.228 -0.424
S -2.225 1.622 -10.706 1.170
H -1.400 3.591 -7.797 0.143
H -1.967 4.121 -9.352 0.138
H -0.793 -1.305 -7.232 0.127
H -1.039 -3.393 -8.566 0.125
H -1.827 -3.293 -10.895 0.132
H -2.395 -1.155 -11.989 0.132
```

Net charge: +3
E_HOMO (alpha / beta) in eV: -15.62 / -15.24

Model two:
DFT (wB97M-V/def2-TZVPD) results for C14H11N3S2Tl as an isolated structure.

```
31
Properties=species:S:1:pos:R:3:lowdin_charge:R:1
Tl -0.181 -0.787 -0.547 0.942
S 1.941 -6.815 0.485 1.246
C 1.224 -5.257 0.048 -0.354
N 1.212 -4.358 0.956 0.060
C 1.797 -4.869 2.126 -0.296
C 1.944 -4.218 3.318 0.080
C 2.560 -4.905 4.411 0.061
C 3.011 -6.217 4.304 -0.007
C 2.867 -6.893 3.113 0.030
C 2.250 -6.211 2.017 -0.436
H 0.830 -5.134 -0.952 0.096
H 1.602 -3.201 3.449 0.135
H 2.674 -4.377 5.350 0.140
H 3.472 -6.703 5.152 0.139
H 3.207 -7.914 2.999 0.142
N -4.578 2.680 -2.552 0.196
C -3.625 3.583 -2.511 -0.611
N -2.416 3.309 -1.971 0.135
C -1.656 4.402 -2.034 -0.271
C -0.321 4.500 -1.543 0.016
C 0.343 5.679 -1.673 -0.017
C -0.277 6.801 -2.289 0.035
C -1.580 6.749 -2.779 -0.030
C -2.256 5.562 -2.648 -0.418
S -3.873 5.187 -3.143 1.194
H -4.419 1.768 -2.153 0.137
H -5.489 2.876 -2.943 0.142
H 0.132 3.642 -1.069 0.115
H 1.354 5.783 -1.306 0.128
H 0.282 7.724 -2.376 0.137
H -2.032 7.616 -3.240 0.136
```

Net charge: +3
E_HOMO (alpha / beta) in eV: -16.87 / -16.52

The most stable arrangement is model one, and the next structure is 0.0597 hartree less stable.

Model one:
DFT (wB97M-V/def2-TZVPD) results for one molecule with the formula C21H21N5O3.

```
50
Properties=species:S:1:pos:R:3:lowdin_charge:R:1
C -2.507 0.090 6.278 -0.070
C -3.422 0.355 5.092 -0.198
O -2.610 0.671 3.921 -0.005
C -2.020 -0.383 3.269 -0.399
O -2.099 -1.562 3.612 0.060
C -1.222 -0.126 1.957 -0.055
N -0.905 -1.403 1.258 0.036
C -1.397 -1.575 -0.061 -0.208
C -0.971 -0.979 -1.240 -0.168
C 0.245 -0.156 -1.486 -0.153
C 1.392 -0.356 -0.732 -0.032
C 2.558 0.304 -1.006 -0.017
C 2.605 1.267 -2.017 -0.185
C 3.825 1.908 -2.406 -0.131
C 4.792 2.537 -1.547 -0.287
C 4.742 2.581 -0.064 -0.017
N 5.762 3.029 -2.253 0.130
O 5.545 2.591 -3.589 0.000
C 4.348 1.940 -3.643 -0.240
C 3.850 1.296 -4.909 0.015
C 1.409 1.570 -2.686 -0.022
C 0.254 0.833 -2.479 -0.012
N -1.821 -1.284 -2.270 0.161
C -2.782 -2.002 -1.709 -0.241
C -4.083 -2.576 -2.207 -0.022
N -4.898 -3.290 -1.421 0.037
C -4.570 -3.443 -0.079 -0.129
C -3.423 -2.925 0.462 -0.018
N -2.552 -2.251 -0.365 0.052
H -3.059 -0.103 7.196 0.077
H -1.875 0.962 6.483 0.080
H -1.836 -0.766 6.050 0.082
H -4.051 -0.496 4.888 0.114
H -4.076 1.165 5.315 0.109
H -1.849 0.516 1.313 0.141
H -0.277 0.342 2.240 0.123
H -1.131 -2.204 1.836 0.100
H 1.385 -1.143 0.025 0.116
H 3.481 0.075 -0.501 0.112
H 3.745 2.742 0.296 0.077
H 5.101 1.647 0.370 0.087
H 5.350 3.394 0.291 0.077
H 3.649 2.033 -5.681 0.085
H 4.621 0.638 -5.252 0.077
H 2.915 0.704 -4.776 0.097
H 1.392 2.347 -3.442 0.121
H -0.624 1.000 -3.076 0.108
H -4.351 -2.450 -3.280 0.116
H -5.290 -4.025 0.504 0.104
H -3.262 -3.038 1.521 0.112
```

E_HOMO in eV: -8.03
SMILES: CCOC(=O)CNc1c(-c2ccc(-c3c(C)noc3C)cc2)nc2cnccn12

Model two:
DFT (wB97M-V/def2-TZVPD) results for one molecule with the formula C21H21N5O3.

```
50
Properties=species:S:1:pos:R:3:lowdin_charge:R:1
C -4.081 5.492 -0.897 -0.137
C -2.825 6.229 -1.185 -0.273
C -1.928 6.428 0.081 -0.161
C -1.323 5.104 0.538 -0.167
C -0.239 4.645 -0.331 -0.019
C 0.268 3.432 -0.001 -0.037
C -0.090 2.630 1.109 -0.249
C 0.379 1.299 1.219 -0.035
C -0.016 0.348 2.065 -0.002
C 0.701 -0.904 2.370 -0.370
O 0.292 -1.491 3.382 0.055
N 1.606 -1.521 1.410 0.128
C 1.958 -2.883 1.310 -0.187
C 2.559 -3.554 2.419 0.026
C 2.989 -4.942 2.334 -0.050
C 2.948 -5.533 1.127 -0.075
C 2.509 -4.896 0.046 -0.205
C 1.905 -3.579 0.110 -0.067
O 1.374 -2.895 -1.043 -0.003
C 1.303 -3.593 -2.235 -0.252
C -0.002 -4.189 -2.546 -0.338
N -0.632 -4.376 -3.691 0.043
N -1.811 -5.040 -3.501 0.001
N -1.950 -5.130 -2.155 0.011
N -0.781 -4.771 -1.665 0.049
C 2.358 -4.767 -2.341 -0.061
O 2.508 -5.612 -1.152 -0.023
C -0.986 3.093 1.991 -0.036
C -1.557 4.371 1.768 0.000
H -4.637 5.658 -1.890 0.104
H -3.907 4.424 -0.697 0.080
H -4.675 5.864 -0.118 0.052
H -2.320 5.768 -1.996 0.089
H -3.275 7.211 -1.537 0.125
H -1.135 7.141 -0.182 0.111
H -2.492 6.893 0.851 0.094
H 0.093 5.325 -1.149 0.132
H 0.931 3.081 -0.705 0.086
H 1.105 0.976 0.497 0.108
H -0.640 0.639 2.825 0.077
H 1.635 -1.124 0.458 0.132
H 2.640 -3.057 3.395 0.113
H 3.529 -5.516 3.102 0.117
H 3.141 -6.567 0.977 0.127
H 1.449 -2.863 -3.084 0.181
H -0.377 -4.945 -0.714 0.192
H 2.061 -5.290 -3.275 0.141
H 3.308 -4.258 -2.564 0.132
H -1.554 2.559 2.820 0.145
H -2.317 4.689 2.449 0.094
```

E_HOMO in eV: -8.69
SMILES: CCCc1ccc(/C=C/C(=O)Nc2cccc3c2O[C@H](c2nnn[nH]2)CO3)cc1

The most stable arrangement is model one, and the next structure is 0.1259 hartree less stable.